1.
Entry from the OMol25 dataset: C22H56F3N5O8Si2 as an isolated structure in a non-equilibrium geometry (ωB97M-V/def2-TZVPD).

The geometry in XYZ format:
```
96
Properties=species:S:1:pos:R:3:forces:R:3
C -1.959749 0.736994 -0.629266 -0.02 -0.10 0.01
C -1.619271 2.038213 -1.295651 0.21 0.65 0.35
O -1.259486 3.011571 -0.687369 -0.22 -0.48 -0.32
N -1.735360 2.160684 -2.763706 -0.23 -1.14 0.13
C -0.628363 1.538628 -3.391483 0.37 0.12 0.23
C -0.356158 1.956377 -4.817355 -0.23 -0.31 -0.13
O 0.119638 0.797766 -2.783394 -0.32 0.53 -0.28
Si -3.364306 1.883178 -3.384639 0.01 0.58 -0.35
C -3.392899 0.892005 -4.981580 -0.01 0.25 -0.31
O -2.770923 -0.402368 -4.828984 -0.06 -0.21 0.23
C -3.581515 -1.449206 -4.583297 -0.22 0.29 -0.26
F -2.873345 -2.418595 -4.043050 0.22 -0.25 0.12
F -4.146854 -1.924548 -5.711214 -0.01 0.15 0.15
F -4.596449 -1.144119 -3.741963 0.18 0.01 -0.15
O -4.094391 3.314624 -3.742793 -0.08 -0.28 0.34
Si -5.164584 4.055140 -2.705842 -0.13 0.35 -0.08
H -1.240768 0.588529 0.178931 -0.15 -0.08 -0.07
H -2.956819 0.795487 -0.176195 0.19 0.07 -0.03
H -1.939834 -0.106957 -1.319715 0.08 0.10 0.04
H 0.594397 2.494424 -4.832544 -0.09 -0.05 0.02
H -0.252066 1.051572 -5.423205 0.07 0.15 0.02
H -1.136002 2.595389 -5.236134 0.20 0.01 0.12
H -4.164253 1.204204 -2.352394 0.14 0.02 0.13
H -2.827012 1.409936 -5.760812 -0.12 -0.16 0.05
H -4.420483 0.812422 -5.356131 0.12 -0.09 0.11
H -6.267952 3.128721 -2.377055 0.03 -0.04 -0.02
H -5.710037 5.248580 -3.373332 0.04 -0.02 -0.05
H -4.483812 4.454667 -1.457678 0.05 -0.07 -0.02
C -2.376407 -2.120310 5.098320 -0.03 -0.01 0.03
C -1.904420 -0.776938 4.556237 0.01 -0.12 -0.05
C -2.838693 -0.162993 3.505529 0.01 0.14 0.04
O -2.760888 -0.761119 2.221349 -0.08 -0.06 -0.01
C -3.568907 -1.905351 2.035632 0.07 0.02 -0.07
N -0.531316 -0.898899 4.065462 -0.12 0.14 -0.15
H -2.222884 -2.926197 4.379990 0.01 0.01 -0.01
H -1.809045 -2.382511 5.990475 0.03 -0.01 -0.02
H -3.435848 -2.094111 5.363150 0.00 0.01 -0.01
H -1.885803 -0.067229 5.389583 -0.04 0.03 0.00
H -2.540537 0.878056 3.356911 0.02 -0.01 -0.04
H -3.881210 -0.163923 3.851289 0.01 -0.04 0.04
H -4.517008 -1.813465 2.574417 -0.01 -0.02 0.01
H -3.064501 -2.820098 2.358069 -0.04 0.00 0.05
H -3.778305 -1.989037 0.968582 0.00 0.01 0.00
H -0.207334 0.024148 3.783385 0.16 0.03 0.12
H -0.562647 -1.433629 3.200889 0.04 -0.09 0.05
C 1.158491 3.698278 1.985249 0.00 0.04 0.02
C 2.162582 2.677525 2.511134 -0.14 0.09 -0.08
C 3.303232 2.366920 1.532183 0.01 -0.02 0.04
O 2.931235 1.492360 0.487243 0.10 -0.04 -0.06
C 2.288218 2.089649 -0.624998 -0.06 -0.07 0.01
N 1.442681 1.464568 2.908138 0.05 -0.11 0.03
H 0.507923 3.274980 1.220387 0.02 -0.01 -0.01
H 0.518495 4.041820 2.797924 -0.01 -0.02 0.01
H 1.665299 4.566012 1.558754 0.00 -0.01 -0.01
H 2.622258 3.101487 3.409502 0.05 -0.04 0.00
H 4.094613 1.843492 2.075724 -0.01 -0.01 0.00
H 3.734292 3.291505 1.126333 -0.05 0.02 -0.02
H 2.707000 3.074525 -0.849427 0.02 0.02 0.05
H 1.210771 2.177542 -0.469273 0.02 0.07 -0.02
H 2.445467 1.431073 -1.479177 0.00 -0.01 0.01
H 2.084974 0.821340 3.363255 -0.03 0.02 0.06
H 1.168816 0.985835 2.053093 0.00 0.01 -0.01
C 6.287493 3.229484 -3.038786 0.03 -0.02 0.02
C 4.848720 2.847626 -3.366211 0.05 0.08 0.04
C 4.634283 2.399237 -4.816506 -0.07 -0.08 0.03
O 4.608921 3.450506 -5.762458 0.04 0.03 -0.02
C 5.870528 3.864911 -6.247464 -0.06 0.02 -0.03
N 3.962243 3.947077 -2.978515 -0.09 -0.04 -0.15
H 6.552310 4.198211 -3.464066 -0.01 0.00 -0.03
H 6.415645 3.303083 -1.959497 -0.02 0.02 0.00
H 6.990824 2.485332 -3.416894 0.00 0.00 -0.01
H 4.585613 1.987147 -2.742454 0.00 -0.03 -0.01
H 3.652330 1.922540 -4.884268 -0.01 0.03 -0.01
H 5.383411 1.650426 -5.106087 0.02 0.01 0.03
H 6.551899 3.014940 -6.352989 0.02 0.00 0.01
H 6.334468 4.613861 -5.600768 0.04 -0.03 0.01
H 5.711312 4.309861 -7.228947 -0.01 0.00 0.00
H 2.996405 3.654479 -3.097672 0.00 0.01 0.08
H 4.086991 4.706862 -3.642323 0.05 0.01 0.03
C 0.573344 -8.023621 4.259392 0.00 -0.05 0.00
C 0.212356 -7.189648 5.483434 0.06 0.03 -0.07
C -1.245835 -6.714197 5.503052 0.00 0.00 0.11
O -1.523940 -5.637665 4.629742 -0.03 0.00 -0.09
C -1.813890 -5.993266 3.293544 -0.01 0.08 0.03
N 1.169907 -6.090331 5.612707 -0.12 0.04 0.04
H 0.676960 -7.402981 3.368984 -0.02 0.02 0.00
H 1.528399 -8.522804 4.417823 0.02 0.03 0.00
H -0.183145 -8.785249 4.060389 -0.01 0.01 0.00
H 0.333430 -7.828031 6.364635 -0.04 -0.01 0.02
H -1.469652 -6.339584 6.505214 0.00 0.04 -0.02
H -1.932130 -7.547996 5.301827 0.04 -0.03 -0.02
H -2.370580 -6.934426 3.244683 0.00 -0.02 -0.01
H -0.910850 -6.080838 2.684301 -0.01 -0.05 0.00
H -2.432966 -5.200299 2.872948 -0.01 0.00 0.01
H 1.013278 -5.598034 6.486691 0.05 -0.04 0.02
H 0.969981 -5.405234 4.889074 0.04 -0.02 -0.02
```
Forces are in eV/Å.

Output
Charge: 0
HOMO-LUMO gap: 0.345 hartree

=====

2.
Entry from the OMol25 dataset: one molecule with the formula C15H23N3OS (ωB97M-V/def2-TZVPD).

The geometry in XYZ format:
```
43
Properties=species:S:1:pos:R:3:forces:R:3
S -4.379564 -1.622322 -0.489922 -0.71 0.04 -0.39
C -2.859231 -1.624707 0.164394 -0.04 -0.31 0.15
N -2.429962 -0.675688 1.028872 0.44 -0.33 -0.04
H -1.438093 -0.638599 1.209564 -0.02 -0.05 -0.03
C -3.079355 0.610113 1.107628 -0.15 0.42 -0.18
C -2.634291 1.516751 -0.046441 -0.03 -0.22 0.16
N -1.182409 1.625705 -0.122148 -0.07 0.17 0.00
C -0.645807 2.525205 0.890300 0.36 -0.02 -0.04
C 0.877815 2.585412 0.773358 -0.22 0.00 0.31
O 1.279575 3.021593 -0.502371 0.05 0.20 -0.01
C 0.771318 2.158434 -1.490984 -0.28 -0.12 -0.28
C -0.755031 2.088276 -1.436839 0.36 -0.02 -0.01
H -1.114596 1.386101 -2.192497 -0.01 0.03 -0.02
H -1.166100 3.087665 -1.659712 -0.01 -0.04 -0.03
H 1.098794 2.562118 -2.450312 -0.03 -0.09 0.02
H 1.194638 1.151150 -1.356728 -0.04 0.06 -0.04
H 1.286114 3.302904 1.487157 -0.03 -0.09 0.02
H 1.303185 1.590073 0.971379 -0.04 0.11 0.03
H -0.915413 2.157405 1.881935 0.01 0.06 0.05
H -1.055163 3.543641 0.770100 -0.01 -0.04 0.04
H -3.117201 2.502050 0.052422 0.01 0.00 -0.04
H -2.982381 1.059015 -0.975835 -0.04 0.04 0.05
H -2.846941 1.051102 2.078537 -0.04 -0.02 -0.02
H -4.157084 0.451366 1.035931 0.15 0.07 0.12
N -2.030773 -2.659229 -0.113634 0.15 -0.06 -0.02
H -2.404264 -3.304769 -0.792559 -0.06 0.13 0.11
C -0.610340 -2.693332 0.143963 0.12 0.30 -0.07
H -0.428763 -2.511007 1.208381 0.07 -0.08 -0.05
H -0.255416 -3.701549 -0.077428 -0.01 0.06 0.12
C 0.166257 -1.671198 -0.710665 0.01 -0.18 0.17
C 1.604557 -1.582831 -0.287773 -0.07 0.01 -0.12
C 2.625990 -2.018035 -1.120724 -0.03 0.01 0.02
C 3.949139 -1.924987 -0.724686 0.10 -0.02 -0.02
C 4.268354 -1.396672 0.513677 0.10 0.00 0.00
C 3.257481 -0.963856 1.355225 0.00 0.03 0.10
C 1.936869 -1.057652 0.956481 0.02 -0.06 -0.02
H 1.155021 -0.715312 1.621270 -0.10 0.05 0.06
H 3.498974 -0.549054 2.322959 0.02 0.03 0.08
H 5.299972 -1.320784 0.822632 0.09 0.01 0.02
H 4.732213 -2.264728 -1.386268 0.07 -0.03 -0.05
H 2.384106 -2.428011 -2.091000 -0.04 -0.04 -0.10
H -0.301961 -0.687946 -0.607467 -0.02 -0.01 -0.04
H 0.099758 -1.963800 -1.760185 -0.04 0.02 0.00
```
Forces are in eV/Å.

Output
Charge: 0
SMILES string: S=C(NCCc1ccccc1)NCCN1CCOCC1
ΔE to the lowest compared entry with this formula, charge and spin: 87.9 kJ/mol
HOMO-LUMO gap: 0.321 hartree